A molecular structure, C14H26N2O9P2S4Sr, computed with ωB97M-V/def2-TZVPD.

Structure (XYZ):
```
58
Properties=species:S:1:pos:R:3:forces:R:3
Sr 0.400 -0.966 -0.233 -0.5 0.7 -0.5
C -1.944 1.019 2.111 0.0 0.0 0.0
C -2.916 1.074 0.942 0.0 0.0 0.0
S -2.233 0.576 -0.672 -0.1 -0.1 0.0
C -3.428 -0.662 -1.245 0.0 0.0 0.0
C -3.700 -1.862 -0.346 0.0 0.0 0.0
S -2.210 -2.813 0.067 0.0 0.0 0.0
C -2.375 -2.991 1.862 0.0 0.0 0.0
C -2.471 -1.711 2.679 0.0 0.0 0.0
S -1.094 -0.554 2.450 0.0 0.0 0.0
H -2.460 1.353 3.010 0.0 0.0 0.0
H -1.134 1.729 1.959 0.0 0.0 0.0
H -3.238 2.116 0.884 0.0 0.0 0.0
H -3.804 0.467 1.121 0.0 0.0 0.0
H -3.027 -0.991 -2.207 0.0 0.0 0.0
H -4.371 -0.155 -1.454 0.0 0.0 0.0
H -4.399 -2.528 -0.853 0.0 0.0 0.0
H -4.175 -1.549 0.581 0.0 0.0 0.0
H -1.495 -3.568 2.154 0.0 0.0 0.0
H -3.243 -3.617 2.075 0.0 0.0 0.0
H -2.512 -1.980 3.735 0.0 0.0 0.0
H -3.387 -1.167 2.461 0.0 0.0 0.0
N 4.711 -2.969 -1.771 -0.1 0.0 0.0
C 3.531 -2.382 -1.016 0.2 -0.1 -0.2
C 3.418 -2.967 0.386 0.1 -0.1 0.0
P 3.797 -0.575 -0.990 0.1 -0.2 -0.1
O 5.190 -0.597 -0.178 0.0 0.2 0.1
O 2.672 0.021 -0.195 0.1 -0.2 0.3
O 4.002 -0.161 -2.409 0.0 0.0 0.0
P 2.061 -2.857 -2.094 -0.4 0.0 0.1
O 1.554 -1.442 -2.695 0.3 0.0 -0.1
O 2.657 -3.791 -3.080 0.0 0.0 0.0
O 0.915 -3.194 -1.182 0.3 0.0 0.2
H 5.427 -3.338 -1.151 0.0 0.0 0.0
H 5.118 -2.238 -2.365 0.0 0.0 0.0
H 4.289 -3.685 -2.411 0.0 0.0 0.0
H 4.399 -3.031 0.859 0.0 0.0 0.0
H 2.930 -3.941 0.395 0.0 0.0 0.0
H 2.830 -2.274 0.989 0.0 -0.1 0.1
H 5.656 0.248 -0.160 0.0 0.0 0.0
H 2.297 -0.888 -3.019 -0.1 0.0 -0.1
N 0.925 1.592 -1.909 0.1 -0.2 0.1
C 0.346 2.561 -1.050 0.0 0.1 0.0
C -0.772 3.290 -1.444 0.0 0.0 0.0
C -1.442 4.085 -0.530 0.0 0.0 0.0
C -1.004 4.168 0.786 0.0 0.0 0.0
C 0.169 3.530 1.152 0.0 0.0 0.0
C 0.843 2.720 0.243 0.0 0.0 0.0
S -2.059 4.908 2.033 0.0 0.0 0.0
O -1.165 5.282 3.110 0.0 0.0 0.0
O -2.935 3.775 2.366 0.0 0.0 0.0
O -2.742 5.991 1.358 0.0 0.0 0.0
H 1.885 1.406 -1.645 0.0 0.0 -0.1
H 0.903 1.844 -2.888 -0.2 0.0 0.0
H -1.145 3.190 -2.457 0.0 0.0 0.0
H -2.333 4.630 -0.816 0.0 0.0 0.0
H 0.532 3.655 2.165 0.0 0.0 0.0
H 1.755 2.209 0.532 0.0 0.0 0.0
```
Forces are in eV/Å.

ΔE to the lowest compared entry with this formula, charge and spin (eV): 1.022
LUMO (eV): -0.50
Molar mass (g mol⁻¹): 644.2
Frontier orbital gap (eV): 7.28
Electronic energy (eV): -99111.621
Net charge: 0
HOMO level (eV): -7.78